# C24H68N5O11Zn

A structure of composition C24H68N5O11Zn at a distorted geometry (wB97M-V/def2-TZVPD, the Open Molecules 2025 dataset).

## Properties
- Maximum force: 3.61 eV/Å
- LUMO level: -2.73 eV
- ΔE to the lowest compared entry with this formula, charge and spin: 40.4 kcal per mole
- E_HOMO: -10.2 eV
- Charge: +1
- Kohn-Sham gap: 0.2753 hartree

The geometry in XYZ format:
```
109
C24H68N5O11Zn, DFT wB97M-V/def2-TZVPD
Zn -0.185 0.083 -2.334
O 2.844 -0.427 0.588
C 1.849 0.284 0.070
O 1.468 1.244 0.756
O 1.439 0.063 -1.103
H 2.919 0.055 1.414
C 2.022 -2.045 -5.599
C 1.657 -1.900 -4.082
C 3.061 -2.027 -3.393
O 3.934 -0.936 -3.804
C 4.791 -0.473 -2.769
N 1.157 -0.556 -3.860
H 2.557 -2.955 -5.868
H 2.750 -1.285 -5.883
H 1.112 -2.091 -6.197
H 1.004 -2.687 -3.707
H 3.512 -2.995 -3.610
H 2.886 -2.074 -2.318
H 4.139 -0.029 -2.017
H 5.535 0.248 -3.108
H 5.370 -1.253 -2.275
H 2.032 -0.053 -3.858
H 0.883 -0.189 -4.760
C -2.103 0.695 1.412
C -2.453 0.640 -0.056
C -3.635 1.496 -0.554
O -3.988 1.222 -1.895
C -4.745 0.039 -2.141
N -1.228 1.105 -0.749
H -1.215 0.128 1.690
H -2.884 0.457 2.135
H -2.070 1.750 1.682
H -2.648 -0.427 -0.160
H -3.408 2.560 -0.491
H -4.484 1.368 0.118
H -4.202 -0.792 -1.693
H -4.954 -0.069 -3.206
H -5.704 -0.047 -1.630
H -1.389 2.102 -0.754
H -0.483 0.960 -0.084
C -2.886 -5.206 1.563
C -2.390 -3.872 2.038
C -0.850 -3.637 1.812
O -0.449 -2.332 2.364
C 1.026 -2.392 2.463
N -3.081 -2.731 1.377
H -2.634 -5.352 0.512
H -3.957 -5.307 1.735
H -2.298 -6.015 1.996
H -2.630 -3.808 3.099
H -0.623 -3.733 0.750
H -0.402 -4.515 2.277
H 1.436 -1.459 2.849
H 1.336 -2.786 1.495
H 1.316 -3.046 3.285
H -2.466 -2.000 1.702
H -2.775 -2.880 0.426
C -1.812 1.215 6.682
C -1.751 -0.321 6.526
C -1.276 -0.717 5.078
O 0.128 -0.320 4.994
C 0.282 0.927 4.282
N -0.801 -0.829 7.511
H -2.421 1.715 5.929
H -0.818 1.638 6.542
H -2.102 1.566 7.672
H -2.761 -0.674 6.737
H -2.028 -0.324 4.393
H -1.377 -1.802 5.089
H 0.299 0.808 3.198
H 1.150 1.540 4.525
H -0.516 1.665 4.359
H 0.079 -0.752 7.023
H -0.816 -0.288 8.364
C -2.613 1.515 -5.504
C -1.374 1.105 -4.615
C -0.553 2.346 -4.321
O 0.480 1.939 -3.454
C 1.347 3.003 -3.059
N -1.852 0.404 -3.425
H -2.165 1.950 -6.398
H -3.271 2.289 -5.110
H -3.179 0.683 -5.923
H -0.881 0.320 -5.188
H -1.061 3.127 -3.756
H -0.066 2.751 -5.208
H 0.789 3.840 -2.639
H 2.011 3.293 -3.873
H 2.025 2.673 -2.272
H -2.451 -0.368 -3.679
H -2.455 1.026 -2.907
C 5.273 -2.571 0.667
O 4.068 -2.613 -0.089
H 5.960 -1.731 0.557
H 5.018 -2.582 1.727
H 5.929 -3.416 0.459
H 3.576 -1.813 0.112
C 0.135 4.402 -0.091
O -1.031 3.850 -0.671
H 0.970 3.702 -0.065
H 0.590 5.184 -0.700
H -0.008 4.733 0.938
H -1.481 4.587 -1.091
C 3.290 3.732 2.097
O 2.196 3.299 2.905
H 3.898 4.430 2.674
H 3.820 2.806 1.876
H 3.025 4.245 1.173
H 1.767 2.694 2.296
```